Density functional theory data (ωB97M-V with the def2-TZVPD basis set) for C15H16Br4ClN3O2Pd as an isolated structure.

Values from the calculation:
- Maximum force: 0.09 eV/Å
- HOMO level: -0.544 eV
- Energy relative to the best compared isomer or geometry (same formula, charge and spin): 0.0 kcal per mole
- Gap between HOMO and LUMO: 5.05 eV

The geometry in ORCA input format:
```
! RIJCOSX wB97M-V def2-TZVPD def2/J DEFGRID3
* xyz -2 1
Pd 0.2162 1.3159 -0.0198
N 0.7413 -0.0752 1.6123
C -0.0439 -0.1827 2.8373
C -1.2344 -1.1231 2.6486
C -2.1634 -0.7498 1.4802
C -2.3290 -1.8675 0.4532
N -1.0383 -2.3139 -0.0528
H 0.7691 -0.9581 1.1071
H 1.7182 0.1885 1.7225
H -0.4004 0.8162 3.1105
H 0.5610 -0.5551 3.6762
H -1.7948 -1.1567 3.5889
H -0.8396 -2.1285 2.4735
H -1.7673 0.1299 0.9625
H -3.1534 -0.4662 1.8493
H -3.0086 -1.5058 -0.3330
H -2.8227 -2.7259 0.9300
H -0.5362 -1.5753 -0.5556
H -1.1535 -3.0694 -0.7164
Br 6.4117 -1.8166 -3.2877
C 4.6672 -1.4014 -2.6438
C 3.5538 -1.7769 -3.3597
Br 3.7142 -2.7169 -5.0054
C 2.2788 -1.4341 -2.8542
Br 0.6927 -1.9580 -3.7782
C 2.0696 -0.7272 -1.6694
O 0.8865 -0.4532 -1.2361
C 3.2597 -0.3388 -0.8797
O 3.1310 0.2606 0.2239
C 4.5099 -0.7025 -1.4332
Br 6.0226 -0.2108 -0.3796
Cl -4.4974 2.2137 -1.6269
C -2.9960 2.5528 -0.7734
C -3.0374 2.7667 0.6312
C -1.8615 3.0165 1.2569
C -0.6229 3.0683 0.5087
N -0.6344 2.9916 -0.8946
C -1.8219 2.6334 -1.4596
H -3.9764 2.7042 1.1661
H -1.8296 3.1731 2.3300
H 0.1596 3.7069 0.9198
H -1.8003 2.4514 -2.5293
*
```



Density functional theory data (ωB97M-V with the def2-TZVPD basis set) for an isolated ion of composition C4H5O4S and charge -1 in a non-equilibrium geometry.

Values from the calculation:
- Maximum force: 1.62 eV/Å
- HOMO level: -4.717 eV
- Energy relative to the best compared isomer or geometry (same formula, charge and spin): 0.0 kcal per mole
- Gap between HOMO and LUMO: 8.23 eV

The geometry in ORCA input format:
```
! RIJCOSX wB97M-V def2-TZVPD def2/J DEFGRID3
* xyz -1 1
C 0.9734 0.4594 1.5107
C 0.6065 0.8574 0.0942
O 1.3388 1.5303 -0.6038
C -0.6561 0.2380 -0.3722
O -1.5851 0.0023 0.6270
S -1.3577 1.1003 -1.8170
C -0.1720 -1.2687 -0.9254
O -0.4646 -2.1239 -0.0958
O 0.3461 -1.2912 -2.0238
H 0.9599 -0.6266 1.5883
H 0.2254 0.8570 2.1937
H 1.9590 0.8439 1.7617
H -1.5893 -0.9819 0.7148
H -0.5843 0.4038 -2.6524
*
```